# 1
# C6H10N

An isolated ion of composition C6H10N and charge +1 at a distorted geometry (ωB97M-V/def2-TZVPD, the OMol25 dataset).

The value obtained for the lowest unoccupied orbital energy is -5.07 eV. The value obtained for the highest occupied orbital energy is -0.532 Eh. The frontier orbital gap is 9.40 eV. For the energy relative to the best compared isomer or geometry (same formula, charge and spin), the calculation gives 2.763 eV. The calculated total energy is -7863.5851 eV.

ORCA input file:
```
! wB97M-V def2-TZVPD RIJCOSX def2/J DEFGRID3
* xyz 1 1
C -2.787 0.331 0.018
C -1.633 0.241 -0.311
C 0.376 1.719 0.529
C -0.419 -1.588 0.361
C 2.011 0.182 -0.373
C -0.326 -0.277 -0.474
N 0.706 0.636 -0.020
H -3.732 0.401 0.539
H -0.730 1.887 0.431
H 0.953 2.583 0.593
H 0.472 -2.159 0.402
H -0.845 -1.488 1.481
H -1.097 -2.246 -0.134
H 1.916 -0.695 -0.950
H 2.733 -0.038 0.433
H 2.579 1.054 -0.927
H -0.175 -0.543 -1.596
*
```



# 2
# C4H14N2O

A 2-piece molecular cluster, C4H14N2O overall at a distorted geometry (ωB97M-V/def2-TZVPD, the OMol25 dataset).

The value obtained for the lowest unoccupied orbital energy (spin up / spin down) is -3.35 / -8.55 eV. The value obtained for the highest occupied orbital energy (spin up / spin down) is -0.541 / -0.532 Eh. The frontier orbital gap (spin up / spin down) is 11.36 / 5.93 eV. For the energy relative to the best compared isomer or geometry (same formula, charge and spin), the calculation gives 1.151 eV. The calculated total energy is -9393.4185 eV.

ORCA input file:
```
! wB97M-V def2-TZVPD RIJCOSX def2/J DEFGRID3
* xyz 1 2
C 0.270 1.465 -1.957
C -0.792 1.386 -0.897
C -0.240 1.132 0.522
N -0.022 -0.316 0.658
C 0.463 -0.554 2.014
N 1.292 -1.682 2.137
H 0.962 2.301 -1.814
H 0.951 0.598 -1.885
H -0.001 1.465 -3.007
H -1.522 0.611 -1.158
H -1.376 2.309 -0.861
H 0.719 1.640 0.611
H -0.930 1.649 1.187
H -0.836 -0.918 0.578
H -0.439 -0.646 2.653
H 0.935 0.334 2.439
H 1.898 -1.916 2.923
H 1.564 -2.150 1.270
H -0.877 -3.002 -2.008
H -0.677 -1.537 -1.548
O -1.342 -2.166 -1.856
*
```



# 3
# C6H12NO

An isolated ion of composition C6H12NO and charge -1 at a distorted geometry (ωB97M-V/def2-TZVPD, the OMol25 dataset).

The value obtained for the lowest unoccupied orbital energy is 3.88 eV. The value obtained for the highest occupied orbital energy is -0.094 Eh. The frontier orbital gap is 6.43 eV. For the energy relative to the best compared isomer or geometry (same formula, charge and spin), the calculation gives 4.507 eV. The calculated total energy is -9948.8389 eV.

ORCA input file:
```
! wB97M-V def2-TZVPD RIJCOSX def2/J DEFGRID3
* xyz -1 1
C 0.149 1.703 0.169
C 0.267 0.259 -0.356
C -1.020 -0.395 -0.910
C -1.952 -0.760 0.388
C -2.775 -0.451 -0.722
N 0.903 -0.558 0.662
C 2.386 -0.866 0.459
O 3.067 -0.342 -0.542
H -0.033 2.420 -0.644
H 1.039 2.060 0.678
H -0.687 1.726 0.880
H 0.992 0.295 -1.200
H -0.727 -1.353 -1.346
H -1.220 0.283 -1.735
H -1.852 -1.776 0.769
H -1.532 -0.069 1.124
H -3.110 0.461 -1.193
H 0.825 -0.137 1.573
H 2.784 -0.508 1.479
H 2.497 -1.991 0.467
*
```



# 4
# C4H3N3

One molecule with the formula C4H3N3 at a distorted geometry (ωB97M-V/def2-TZVPD, the OMol25 dataset).

The value obtained for the lowest unoccupied orbital energy is 0.50 eV. The value obtained for the highest occupied orbital energy is -0.354 Eh. The frontier orbital gap is 10.14 eV. For the energy relative to the best compared isomer or geometry (same formula, charge and spin), the calculation gives 0.709 eV. The calculated total energy is -8665.7021 eV.

ORCA input file:
```
! wB97M-V def2-TZVPD RIJCOSX def2/J DEFGRID3
* xyz 0 1
C 0.745 -1.228 -1.680
C 0.293 -0.309 -0.694
C 0.089 -0.659 0.568
C -0.415 1.464 0.197
H 0.084 -1.640 1.125
H -0.777 0.599 2.120
H -0.444 2.583 0.432
N 0.928 -2.254 -2.277
N -0.475 0.499 1.118
N -0.028 0.946 -0.909
*
```



# 5
# C10H19DyN2

C10H19DyN2 as an isolated structure at a distorted geometry (ωB97M-V/def2-TZVPD, the OMol25 dataset).

The value obtained for the lowest unoccupied orbital energy (spin up / spin down) is -10.24 / -9.03 eV. The value obtained for the highest occupied orbital energy (spin up / spin down) is -0.614 / -0.615 Eh. The frontier orbital gap (spin up / spin down) is 6.48 / 7.71 eV. For the energy relative to the best compared isomer or geometry (same formula, charge and spin), the calculation gives 4.007 eV. The calculated total energy is -37721.2565 eV.

ORCA input file:
```
! wB97M-V def2-TZVPD RIJCOSX def2/J DEFGRID3
* xyz 2 6
C -2.392 1.110 -1.093
C -1.503 2.148 -1.139
H -2.833 0.728 -0.176
H -2.789 0.626 -1.976
H -1.121 2.587 -2.050
H -1.175 2.707 -0.267
Dy -0.192 0.059 -0.865
C 0.045 -1.681 -2.570
C -0.105 -0.455 -3.291
C 1.886 -0.333 -2.109
C 1.279 -1.613 -1.851
H -0.916 -0.208 -3.952
H 1.226 1.340 -3.448
H 2.780 0.069 -1.665
C 1.031 0.372 -3.015
H 1.596 -2.361 -1.151
H -0.683 -2.465 -2.485
N 1.351 -0.971 1.207
C 0.195 -1.405 2.006
C 0.073 -0.406 3.198
C 0.124 1.100 2.824
N -0.595 1.209 1.582
H 2.133 -0.850 1.867
H 1.665 -1.665 0.520
H -0.745 -1.413 1.408
H 0.357 -2.429 2.343
H -0.904 -0.586 3.655
H 0.852 -0.626 3.941
H -0.242 1.818 3.578
H 1.158 1.333 2.545
H -1.467 1.702 1.438
H -0.089 0.557 0.990
*
```



# 6
# C27H42CeCl3N4O3SSi

C27H42CeCl3N4O3SSi as an isolated structure at a distorted geometry (ωB97M-V/def2-TZVPD, the OMol25 dataset).

The value obtained for the lowest unoccupied orbital energy (spin up / spin down) is 0.28 / 0.28 eV. The value obtained for the highest occupied orbital energy (spin up / spin down) is -0.294 / -0.298 Eh. The frontier orbital gap (spin up / spin down) is 8.27 / 8.40 eV. For the energy relative to the best compared isomer or geometry (same formula, charge and spin), the calculation gives 0.068 eV. The calculated total energy is -110001.6725 eV.

ORCA input file:
```
! wB97M-V def2-TZVPD RIJCOSX def2/J DEFGRID3
* xyz 0 2
C 2.832 -2.598 -3.358
C 2.189 -1.851 -4.486
H 2.785 -3.679 -3.540
H 2.317 -2.366 -2.415
H 3.895 -2.340 -3.221
C 1.979 -2.363 -5.708
C 2.449 -3.698 -6.162
H 1.450 -1.778 -6.461
H 2.262 -4.479 -5.419
H 3.519 -3.724 -6.411
H 1.905 -3.961 -7.077
Ce 0.441 -0.495 3.377
Cl 2.301 0.914 4.467
Cl 1.958 -1.574 1.564
C 0.163 2.347 1.874
O -0.512 1.363 2.327
N -0.364 3.290 1.109
C -1.799 3.311 0.818
C 0.488 4.250 0.416
H 1.233 2.457 2.120
H -2.355 2.829 1.625
H -2.016 2.798 -0.134
H -2.095 4.362 0.721
H 1.475 4.230 0.887
H 0.046 5.251 0.502
H 0.592 3.997 -0.651
H 0.145 -5.464 2.467
H -0.182 -3.174 0.865
C -0.887 -5.309 2.814
C -1.195 -3.578 1.028
N -1.378 -3.989 2.418
H -0.923 -5.372 3.906
C -1.670 -3.085 3.355
O -1.530 -1.836 3.194
H -1.938 -2.824 0.755
H -1.998 -3.495 4.327
H -1.525 -6.090 2.385
H -1.337 -4.463 0.401
O 0.587 -0.641 -3.255
C 1.699 -0.451 -4.124
C 0.157 0.320 -5.980
C 1.369 0.441 -5.310
H -0.596 -0.369 -5.592
C -0.055 1.047 -7.158
H 2.520 0.016 -3.559
C 2.344 1.341 -5.762
H -1.009 0.940 -7.680
C 0.957 1.867 -7.672
C 2.155 2.031 -6.959
H 3.254 1.434 -5.163
H 0.811 2.383 -8.623
H 2.946 2.683 -7.342
Si -0.468 0.211 -2.286
Cl 1.179 -2.827 4.610
C -2.187 -0.273 -2.800
C -0.134 2.039 -2.447
C -0.132 -0.416 -0.576
H -2.373 -0.086 -3.863
H -2.926 0.293 -2.215
H -2.352 -1.342 -2.615
H -0.103 -1.512 -0.574
H -0.881 -0.081 0.155
H 0.856 -0.097 -0.229
H -0.177 2.375 -3.490
H 0.858 2.306 -2.056
H -0.890 2.603 -1.887
N -0.951 -1.873 6.559
C -1.196 -0.558 6.603
N -0.783 0.372 5.742
C -1.060 1.658 6.242
C -0.606 2.891 5.745
C -0.925 4.064 6.432
C -1.713 4.027 7.598
C -2.167 2.809 8.111
C -1.816 1.645 7.442
S -2.160 0.009 7.962
H -1.266 -2.412 7.361
H -0.200 -2.247 5.933
H 0.023 2.871 4.861
H -0.558 5.021 6.061
H -1.972 4.953 8.113
H -2.780 2.724 9.011
*
```